# 1
80
Properties=species:S:1:pos:R:3:lowdin_charge:R:1 method="wB97M-V/def2-TZVPD" lumo_energy_ev="-1.041 / -1.048" homo_energy_ha="-0.20549 / -0.20193"
In -0.7287 0.2878 0.4319 1.00
H 4.0369 0.7663 2.3372 0.09
H -1.1372 3.3161 4.8212 0.12
H 0.6838 -7.2762 4.0514 0.10
C -1.1791 4.8342 1.7533 -0.04
N -0.7911 0.0213 2.7236 -0.06
H 5.0229 2.5362 -0.2136 0.08
H 2.9411 3.7923 2.5914 0.07
H -1.1451 5.7826 1.2656 0.10
C 1.4025 -0.3734 -2.9660 -0.35
H -2.4767 4.1656 -2.9490 0.10
H -3.7117 0.6733 -0.4530 0.12
C -0.3802 -4.5973 2.1494 -0.26
H 0.2832 0.2325 -4.7985 0.07
C -2.9736 3.2707 -3.3665 0.01
C 4.6372 1.3917 -1.9681 -0.12
N -0.5701 -1.1424 3.3424 0.08
C -1.0439 1.0912 3.4631 -0.07
H 2.8642 1.6316 3.3464 0.07
C -1.2973 3.6936 0.9691 -0.09
H -0.9338 5.6653 3.7343 0.11
C 0.3894 -3.8564 4.2946 -0.02
H 5.6186 1.6449 -2.4082 0.10
C 1.5583 -1.9548 -3.1029 -0.05
N -2.1481 -1.1687 -1.1115 0.07
H 4.0390 0.2774 -3.6544 0.10
C 3.3068 3.4095 1.6167 -0.10
C 0.6900 -5.1973 4.6106 -0.10
H 1.7103 1.2454 -4.3878 0.06
C -1.1281 2.3662 2.8691 -0.26
H 1.1404 -5.3639 5.5897 0.10
N -1.2458 2.4360 1.5187 0.04
H 0.6695 -2.3023 -3.6320 0.06
C -1.8595 -3.2476 -2.3099 -0.03
C 3.0997 1.5296 -0.1193 -0.13
N 1.2948 0.0439 -0.0532 -0.04
C 1.3232 0.2387 -4.4017 -0.08
C -1.0721 4.7613 3.1633 -0.05
O -0.8869 -4.3526 0.9364 0.03
H -1.4154 3.7950 -0.1001 0.10
C -3.3175 -1.0087 -1.7303 -0.25
C 0.4573 -6.2622 3.7395 -0.07
H 1.5540 -2.3408 -2.0862 0.06
C -1.1016 3.5308 3.7376 0.00
C 2.6426 2.0712 1.2223 -0.39
C -2.9611 2.1569 -2.3954 -0.52
H -0.7244 -3.3465 0.8411 0.01
H -4.7141 1.4055 -3.0902 0.17
C -0.4027 -2.1603 2.5023 -0.36
O -0.5691 -2.0144 1.2329 -0.11
H -2.3137 3.0175 -4.2201 0.11
C 4.2995 1.9444 -0.7400 -0.06
H -0.3817 -6.7057 1.7454 0.12
C 2.1992 0.6037 -0.7607 -0.41
H 0.4455 -0.1895 -2.4310 0.09
C 2.4857 0.2819 -2.1576 -0.15
H 1.5521 2.2213 1.2366 0.09
H 2.4631 -2.2780 -3.5614 0.06
H 2.9876 4.1344 0.8280 0.08
N -3.9872 1.3018 -2.3484 0.07
H 2.2877 0.2199 2.3872 0.06
C 2.9771 1.0860 2.3710 -0.08
H 0.5913 -3.0870 4.9813 0.09
C -0.0972 -5.9340 2.4879 -0.01
C -3.8786 -1.9820 -2.5870 -0.01
C -1.3841 -2.2367 -1.4951 -0.12
H -5.1869 0.0240 -1.2525 0.14
C -3.1810 -3.1765 -2.8023 -0.03
C 3.7192 0.6333 -2.6854 -0.08
O -2.0146 2.0081 -1.5955 -0.04
H -3.6383 -4.0126 -3.3569 0.12
H -1.3055 -4.1861 -2.4580 0.13
H -3.9528 3.5666 -3.7346 0.08
H 4.4296 3.3159 1.6345 0.08
H 1.9734 -0.3628 -5.1203 0.09
C -0.1471 -3.4995 3.0596 -0.06
H -4.8189 -1.7772 -3.0137 0.09
H -0.3491 -2.2154 -1.1488 0.09
C -4.1128 0.2277 -1.3790 -0.11
H -1.1123 0.9576 4.5593 0.14

# 2
88
Properties=species:S:1:pos:R:3:lowdin_charge:R:1 method="wB97M-V/def2-TZVPD" lumo_energy_ev=-0.708 homo_energy_ha=-0.36338
O 5.1397 2.0324 -2.9101 0.08
C -0.1414 -3.4332 3.7871 -0.06
O 1.7902 -3.7778 0.4584 0.02
H 0.4739 5.9641 -3.5413 0.11
O -0.3419 7.0154 -5.5304 0.07
C 4.4396 6.0427 -2.5408 -0.06
C -5.8626 1.4586 0.4188 -0.15
H 0.5918 -4.4031 2.0315 0.07
H -8.7689 -0.2218 0.2597 0.11
C 3.0192 -0.1647 1.7868 -0.30
O -4.3677 0.7965 -1.2007 0.06
H 0.3059 4.4501 -1.5936 0.10
H 4.2973 7.6580 -1.1396 0.11
C 4.4572 6.5959 -1.2677 -0.07
H 0.3609 -2.4999 3.5650 0.10
C -0.6673 -5.7021 3.1926 0.00
H -7.5713 2.9064 2.9247 0.11
C -0.0158 -4.5108 2.9187 -0.05
O -2.3552 6.5242 -6.1094 0.08
H 3.9887 0.0485 2.2394 0.10
C -8.3064 1.3377 1.6589 -0.07
H -0.5781 -6.5470 2.5268 0.12
O -2.8396 -7.0926 5.6203 0.07
H -2.9186 -0.7757 1.8355 -0.06
C 3.2861 -0.8939 0.4564 -0.10
C -1.6912 3.8242 -2.0701 -0.06
H 5.0845 3.7977 0.5337 0.12
Si -1.6895 -0.7574 1.0126 0.51
H -2.1826 -4.8316 6.1000 0.12
N -4.5577 1.5324 -0.2544 -0.35
N -1.3908 6.4183 -5.3791 -0.35
C -7.3528 2.2459 2.0977 -0.06
H 4.3467 -0.8509 0.2165 0.07
H 4.6390 4.2436 -3.6966 0.12
H -0.0575 2.4154 1.0465 -0.02
C 4.2223 -6.8578 -0.6862 -0.06
N 5.1404 2.4665 -1.7763 -0.35
C -0.4242 5.3950 -3.3682 -0.01
C 3.9383 -7.5064 -1.8800 -0.07
H -1.3222 -2.1590 0.7310 -0.06
C -1.4385 -5.7905 4.3360 -0.15
H -5.3669 3.0110 1.8093 0.12
H 5.0728 -7.1603 -0.0921 0.11
H 2.8592 1.9044 1.1248 0.06
C -0.5245 4.5449 -2.2802 -0.06
C 4.8807 3.9044 -1.5960 -0.15
H -6.5660 -0.1112 -0.8579 0.12
N 1.4856 -4.3386 -0.5820 -0.32
C 2.0320 -6.0840 -2.2191 0.00
O -3.7442 2.3273 0.1756 0.05
C -0.9185 -3.5456 4.9325 -0.06
H 4.5725 -8.3149 -2.2175 0.11
C -2.6653 4.7911 -4.0440 0.00
C -6.1172 2.3104 1.4765 0.00
H 0.5624 0.7219 -0.5062 -0.02
C 4.6478 4.6845 -2.7117 0.00
H 3.6299 -5.3044 0.6724 0.12
O -0.4226 -0.0033 1.7924 -0.49
C 3.4178 -5.8178 -0.2529 0.00
C 2.8446 -7.1211 -2.6434 -0.06
H 2.6244 -7.6280 -3.5721 0.11
H -3.6605 3.3754 -2.7862 0.10
C 2.3366 -5.4487 -1.0304 -0.14
H -3.4870 4.8932 -4.7360 0.12
Si 0.5409 1.0613 0.9351 0.49
C 2.2646 1.1571 1.6537 -0.32
C -1.5747 -4.7325 5.2140 -0.01
H 1.1785 -5.7755 -2.8030 0.12
C -2.7564 3.9447 -2.9520 -0.06
O 5.3615 1.8038 -0.7817 0.07
H 3.0313 -1.9420 0.5776 0.04
H 2.1172 1.5627 2.6609 0.07
O -1.9929 -7.9722 3.8482 0.07
H -2.0293 -0.0798 -0.2526 -0.06
C 4.9002 4.4328 -0.3194 -0.01
H -1.7762 3.1636 -1.2175 0.08
H -1.0172 -2.7064 5.6068 0.11
H -9.2714 1.2929 2.1451 0.11
C -6.7952 0.5442 -0.0318 0.00
C -8.0266 0.4869 0.5983 -0.06
H 2.4980 -0.8192 2.4833 0.09
H 4.6984 6.2228 0.8318 0.11
C 4.6835 5.7912 -0.1591 -0.07
N -2.1452 -7.0493 4.6239 -0.35
H 4.2660 6.6698 -3.4040 0.11
O 0.5285 -4.0409 -1.2628 0.09
H 2.7390 -0.4715 -0.3824 0.05
C -1.4972 5.5051 -4.2306 -0.15

# 3
85
Properties=species:S:1:pos:R:3:mulliken_spin:R:1 method="wB97M-V/def2-TZVPD" lumo_energy_ev="-8.129 / -10.112" homo_energy_ha="-0.56822 / -0.56800" s2=3.775 spin_multiplicity=4 total_charge=+3
C 0.7640 -2.0300 -3.8555 0.01
H -2.2634 -0.3794 -4.6096 0.00
C 2.1440 -1.6511 2.1176 0.01
O 2.3213 -0.9379 -1.9528 0.04
N 4.2781 -1.5981 1.5158 0.02
H -3.4702 1.6157 1.6197 0.00
H -3.4485 -4.6315 2.7807 0.00
H 1.5746 1.7459 3.5008 0.00
H -4.9191 -0.1997 -2.6317 0.00
C -3.2192 2.6384 -1.9070 0.00
C -3.0388 -2.5646 3.1683 0.00
C -2.5173 -1.3792 2.6694 0.00
C -2.5111 -3.6800 1.1023 0.01
C -4.1898 0.4539 -2.1711 0.00
H 3.7254 3.7327 0.3609 0.00
H 2.8570 1.4795 0.7460 0.01
C -3.3547 -0.0447 -1.1787 0.01
O -1.6735 -2.3753 -2.8395 0.01
P 1.8584 -2.3305 -2.4098 0.03
C 1.2851 -2.6373 4.0910 -0.01
H 0.6701 4.2572 -2.6098 0.00
O 2.6898 -3.5042 -2.6242 0.00
H -3.4571 -2.5872 4.1655 0.00
C -2.8607 3.0592 3.0458 0.00
H -4.7855 2.1778 -3.2991 0.00
H 2.7181 -3.5309 5.4213 0.00
C -2.6353 2.0182 2.1790 0.00
H 0.3067 3.4824 4.1653 0.00
C 0.7645 2.3946 -1.6142 0.06
H -1.6340 -2.4812 -0.4295 -0.01
O -1.3029 -0.3773 -4.4569 0.00
C 1.0421 -1.9626 2.9104 0.07
H -0.0666 1.9653 -2.1515 0.01
C 2.5803 -3.0036 4.4878 0.00
C 1.1884 3.6748 -1.8601 -0.01
H -1.9259 4.4429 4.4084 0.00
C -2.4432 0.8009 -0.5534 0.05
H -2.5329 -4.5704 0.4880 0.00
H -3.1903 3.6883 -2.1658 0.00
H 3.7991 5.7180 -1.1533 0.00
H 0.2015 -3.3454 -5.4093 0.00
H 0.7752 -3.3730 -0.6542 0.02
H 3.9910 -0.6025 -0.3269 0.00
H -2.5175 -0.4911 3.2876 0.00
H -3.4389 -1.0831 -0.8960 0.00
C 2.4130 2.1126 -0.0024 0.04
C -4.1183 1.7887 -2.5416 0.00
C -3.0333 -3.7126 2.3895 0.00
C 3.4223 -2.0308 2.5218 0.00
H 4.6803 -2.9920 4.0002 0.00
C 1.5389 -1.2406 -4.9120 0.00
C -1.3422 1.4705 1.9885 -0.02
N 0.3965 -3.3961 -4.4059 0.00
C 2.8815 3.3832 -0.2179 -0.01
O -0.3158 -0.2472 -2.1800 0.12
N 2.2545 -0.9740 0.8750 0.03
H -3.8576 3.4541 3.1765 0.00
P -1.3020 0.1926 0.7231 0.04
N 0.9917 1.4417 2.7367 0.01
H 0.4499 -2.8935 4.7283 0.00
C -1.9821 -1.3448 1.3810 -0.07
H 1.8026 -0.2610 -4.5179 0.00
P -0.8071 -1.2630 -3.2603 0.01
C 2.7468 5.6035 -1.4040 0.00
C 2.2748 4.2113 -1.1643 0.03
C -1.7765 3.6073 3.7380 0.00
H -1.7327 2.8313 -0.3846 0.00
H 0.0309 -1.7076 2.6314 -0.05
C -0.5191 3.0756 3.5941 0.00
H 1.0619 0.4553 2.5815 0.01
O 0.7944 -2.5129 -1.1078 0.01
C -2.3882 2.1491 -0.9132 0.00
H -0.4577 -3.7292 -3.9280 0.00
C 3.6790 -2.7085 3.7072 0.01
Re 0.8324 -0.3809 -0.5639 2.47
C -0.2806 1.9736 2.7534 -0.01
H 2.5834 5.9058 -2.4367 0.00
C 3.5608 -1.0059 0.5750 0.04
H 1.1708 -4.0592 -4.2607 0.00
N 1.3604 1.5986 -0.6863 -0.03
H 2.4585 -1.7540 -5.1979 0.00
C -1.9850 -2.5019 0.5965 0.05
H 5.2796 -1.7292 1.4792 0.00
H 0.9181 -1.0902 -5.7958 0.00
H 2.1772 6.2866 -0.7677 0.00

# 4
83
Properties=species:S:1:pos:R:3:mulliken_spin:R:1 method="wB97M-V/def2-TZVPD" lumo_energy_ev="4.518 / 4.516" homo_energy_ha="0.02502 / -0.07089" s2=6.020 spin_multiplicity=5 total_charge=-2
H 0.5621 5.0471 0.3004 0.02
C 2.7153 -1.3818 -1.3432 -0.01
N -2.5190 0.3310 -0.7399 0.07
H -3.6133 -0.6719 2.3067 0.00
H -1.8016 -3.7165 -2.2446 0.00
C -0.1204 0.2463 -5.0264 0.00
C -3.6238 -0.6179 3.3960 0.00
H -3.9751 0.5052 -3.8502 0.00
H -1.5102 -5.5928 0.4320 0.00
C 0.7759 -3.0298 -1.7069 0.02
C 1.9341 0.9486 -1.3653 0.24
H 1.3242 -0.4786 -3.4994 0.01
C -1.1267 -3.5531 -0.1782 -0.01
C -2.4259 -1.3168 3.9750 0.00
C 1.1407 3.2045 -0.6095 -0.04
O 2.6054 1.4040 -2.3217 0.12
H -2.6953 -3.5428 1.3275 0.00
C 4.7317 0.0440 -0.6606 0.01
H 0.3003 -2.5071 -2.5342 0.00
H -2.2356 0.7535 -5.5494 0.00
C -1.4840 0.3925 -4.8666 0.01
C -4.6555 0.5917 -1.1714 0.00
C 3.1402 -3.7325 -1.8756 -0.02
C 4.5105 -3.5404 -1.8378 0.03
N -3.4686 0.2376 -1.6851 -0.01
C -2.1742 -3.3742 -1.2764 0.00
H 5.1932 -4.3569 -2.0410 0.00
C -0.0033 1.9498 1.5693 0.00
C 2.2458 -2.7010 -1.6330 -0.03
H 2.1170 -1.8406 3.9791 0.00
H -3.5874 -1.3751 -3.2812 0.00
H 1.6079 3.6381 -1.4849 0.01
Rh -0.3343 -0.3709 -0.5850 2.46
N 0.0400 -2.6877 -0.4711 0.06
N -0.7169 -0.4148 -2.9662 0.05
H -5.2240 1.2497 0.8684 0.00
C -3.1138 0.7439 0.3795 0.01
H 1.6002 -0.1452 4.1118 0.00
C 1.1568 1.7949 -0.4882 0.16
C 0.5749 3.9651 0.3733 0.11
H -0.5541 -5.4943 -1.0442 0.00
H 5.8086 -0.0788 -0.5219 0.00
H -4.5535 -1.0573 3.7649 0.00
H 2.7465 -4.7200 -2.1007 0.00
C 4.1338 -1.2206 -1.2080 0.02
C 0.0249 3.3263 1.5271 0.19
H 1.3661 -0.9923 2.5959 0.00
C -0.1881 -2.5394 5.0891 0.00
O -0.5082 1.7902 3.8969 0.00
C -0.5309 1.2170 2.7866 -0.03
N -0.9639 -0.0122 2.5371 0.02
H 0.6957 -4.1026 -1.9100 0.00
H -1.5820 -3.7063 6.2435 0.00
H -1.0586 -3.4088 1.9941 0.00
C -4.4810 0.9262 0.1592 0.00
C -1.4584 -2.9312 5.4947 0.01
N -1.8147 -0.0019 -3.6273 0.02
C -1.1411 -0.9171 3.5565 0.01
H 4.5489 0.8876 -1.3251 0.00
C -0.0144 -1.5503 4.1333 0.00
B -3.2716 -0.2037 -3.1633 -0.01
H -0.3697 3.8807 2.3659 0.01
H 0.6910 -2.7546 0.3072 -0.01
H -5.5422 0.5775 -1.7841 0.00
C -1.7066 -3.1103 1.1660 -0.01
H -3.0741 -3.9418 -1.0340 0.00
H 0.6841 -3.0175 5.5262 0.00
H -2.4342 -2.3199 -1.3629 0.01
H 0.4848 0.4959 -5.8811 0.00
C 0.3143 -0.2554 -3.7978 0.00
C 1.3523 -1.1197 3.6814 -0.01
C 4.9798 -2.2821 -1.4806 -0.01
H -2.5379 0.8848 1.2796 0.01
H 6.0502 -2.1291 -1.3770 0.00
N 0.5147 1.1927 0.5955 0.34
H -1.7898 -2.0223 1.1871 0.02
C -0.7179 -5.0321 -0.0684 0.00
H 4.2754 0.3001 0.3009 0.00
H 0.1948 -5.1316 0.5248 0.00
N 1.8134 -0.4044 -1.0735 0.15
H -3.5629 -2.6008 5.2532 0.00
C -2.5654 -2.3105 4.9337 0.00
H -3.5999 0.4422 3.6632 0.00

# 5
96
Properties=species:S:1:pos:R:3:lowdin_charge:R:1 method="wB97M-V/def2-TZVPD" lumo_energy_ev=-0.710 homo_energy_ha=-0.32853
H -6.2049 4.7123 -1.0254 0.07
H 2.3034 3.0957 1.4502 0.05
H 6.0942 5.5955 3.5424 0.02
H -3.6258 2.5474 0.0643 0.10
C -1.6441 -1.9643 -0.8483 -0.03
Cl -2.9847 3.2831 -6.2093 0.51
Cl 5.0337 4.7590 5.4651 0.52
H -3.1582 1.6960 -1.9351 0.07
C -5.6395 2.7085 -0.5154 -0.27
O -1.0018 1.1682 -2.2563 0.12
H -2.4348 -7.5896 -1.1794 0.06
C -2.0692 -0.6614 -1.1414 -0.01
H -0.3253 2.8084 -0.8802 0.11
C 2.4345 -6.0350 2.6457 -0.98
C -3.9142 -2.6350 -0.6192 -0.07
C -1.9913 -6.8258 -0.5482 -0.17
Cl -4.6580 2.4552 -3.9474 0.63
Cl 5.1406 0.0054 -0.5242 0.70
C 2.6054 2.1190 1.8002 -0.23
C 2.1998 2.0291 3.3130 -0.10
Cl -5.3022 -5.0146 -4.9494 0.45
Cl 4.9376 8.8014 0.7617 0.50
C 4.2979 -1.1898 1.6252 -0.45
H 1.6563 2.9103 3.6433 0.07
C -4.4066 1.8354 -0.2049 -0.18
H -6.3664 2.6752 0.2981 0.10
H 2.1674 -6.9831 2.1940 0.03
Cl 5.5662 4.0353 -3.9001 0.49
H 1.2573 3.3324 -0.2700 0.13
H -0.8326 1.8704 2.2938 0.10
H -4.6455 4.2691 -1.6572 0.05
C 5.5439 4.6911 3.7774 -0.98
Cl 2.9070 -4.9162 1.3679 0.56
Cl -7.7847 -4.0294 -3.7565 0.51
Cl 2.1919 -7.6055 7.8706 0.50
H -4.6416 -3.3993 -0.3872 0.11
H 3.6760 1.9605 1.7662 0.07
C -2.5669 -2.9810 -0.5834 -0.23
H -3.4791 1.1062 -5.4687 0.03
C 4.9459 3.0310 -5.2198 -1.04
H -7.4847 -5.8450 -5.2206 0.02
Cl 5.6815 3.4648 -6.7671 0.51
H -4.7001 0.9845 -2.2166 0.02
H 3.0597 1.8059 3.9365 0.06
H 1.5186 1.1873 3.4536 0.07
H -2.3945 1.9659 -4.3491 0.01
H 4.4296 7.1500 2.3541 -0.05
C 0.3863 2.7143 -0.0683 -0.11
H 3.0490 8.2266 2.0406 0.03
Br -3.6308 -5.3215 -2.4142 0.80
C 1.6615 -1.3600 0.6816 0.07
H 5.1733 1.9946 -5.0036 -0.04
H 1.6032 -6.3190 5.9916 -0.05
H 3.2724 -6.1628 3.3212 0.03
H 3.8739 3.1713 -5.2909 0.03
C -6.9250 -5.4368 -4.3877 -1.02
Cl 4.5257 9.1088 3.6455 0.50
O -1.2274 2.3330 1.5402 -0.02
C -0.1648 -2.2035 -0.8022 -0.32
C -2.4695 -5.4525 -0.9071 -0.72
H -6.1719 2.3388 -1.3935 0.08
C -3.2765 2.0498 -4.9762 -0.98
O 5.0796 -1.8938 1.1685 0.10
Cl 4.1588 4.5628 2.6797 0.63
C 2.2994 -0.2892 1.2850 -0.20
C -0.9789 0.3445 -1.3737 -0.25
C -5.2870 4.1718 -0.7822 -0.12
H -2.2597 -7.0360 0.4863 0.07
N 3.4200 -0.5416 2.1753 0.20
Cl 4.5963 -0.1388 -3.3950 0.54
Cl 0.9489 -4.9577 7.7898 0.50
C 1.8761 1.0244 1.0515 -0.12
H -4.8471 4.6756 0.0772 0.07
H 2.9976 -5.6392 6.8608 0.03
C 4.1196 8.1758 2.1990 -1.04
H -4.5792 1.1791 0.6450 0.11
O 0.3636 -3.1762 -1.2697 0.12
H 1.9653 -2.3831 0.8516 0.08
C 5.8348 0.0726 -2.1496 -0.95
H 6.1744 3.8212 3.6370 0.03
C 2.0199 -6.0952 6.9659 -1.06
C 0.5948 -1.0926 -0.1561 -0.07
C 0.8232 1.2905 0.1696 -0.07
H -0.9069 -6.8753 -0.6336 0.08
Cl 1.0451 -5.4494 3.5793 0.50
C -3.9104 1.0824 -1.4675 -0.24
Br -0.9869 -4.5748 1.2841 0.82
H 6.5657 -0.7214 -2.2468 0.03
C -4.3172 -1.3458 -0.9085 -0.54
C -3.4251 -0.3065 -1.1844 -0.15
H -6.8340 -6.1724 -3.5965 0.02
C 0.1790 0.2045 -0.4363 -0.02
H 6.3083 1.0380 -2.2906 0.02
C -2.1299 -4.3504 -0.2435 -0.62
O -0.2452 3.2532 1.1083 -0.13
Cl -6.0267 -0.9983 -0.9008 0.74

Max |F| / eV/Å: 5.46, 0.75, 0.60, 0.89, 1.82